Below is C37H30BrN8O2S3Ti as an isolated structure in a non-equilibrium geometry, with properties calculated with ωB97M-V/def2-TZVPD.

Structure (XYZ):
```
82
Properties=species:S:1:pos:R:3:mulliken_charge:R:1
Ti -0.02305 -0.32062 -0.03112 -0.832
C -2.29973 -1.87764 4.67461 -0.565
C -1.18800 -2.53318 4.16340 -0.785
C -0.37252 -1.89614 3.24430 0.307
C -0.66260 -0.59693 2.81657 -0.166
C -1.76694 0.06029 3.34530 -0.525
C -2.58283 -0.58292 4.26466 -0.632
N 0.21053 0.00115 1.85954 0.910
C 1.52776 0.11796 2.28175 0.429
C 1.95998 0.32204 3.59502 -0.719
C 3.31339 0.39887 3.86042 -0.676
C 4.26208 0.24931 2.84655 -0.602
C 3.86164 -0.00052 1.55168 -0.881
C 2.49558 -0.07302 1.27454 0.152
N 1.91045 -0.40693 0.07604 2.114
N 2.63506 -0.90431 -0.89442 -1.252
C 1.96676 -0.92798 -2.06907 0.024
C 2.57694 -1.45880 -3.21666 -0.589
C 1.96450 -1.28082 -4.42862 -0.308
C 0.77751 -0.54112 -4.49166 -0.965
C 0.21002 -0.10136 -3.31874 -0.285
N 0.74068 -0.34022 -2.11295 0.240
H -2.94067 -2.37051 5.39438 0.390
H -0.95964 -3.54366 4.47820 0.394
H 0.50260 -2.38693 2.83442 0.462
H -1.97548 1.07886 3.04161 0.494
H -3.44125 -0.06386 4.67229 0.432
H 1.23425 0.42175 4.39132 0.468
H 3.64240 0.57497 4.87657 0.410
H 5.31507 0.32368 3.08273 0.406
H 4.56810 -0.15387 0.74777 0.486
H 3.51069 -1.98907 -3.10240 0.524
H 2.40038 -1.68534 -5.33233 0.427
H 0.30452 -0.32421 -5.43798 0.435
H -0.70078 0.48129 -3.33624 0.535
S 0.53604 7.09822 1.70394 -0.399
C 0.31473 5.85261 0.65638 0.175
S 0.09420 4.20689 1.24685 -0.062
C -0.04153 3.63136 -0.41156 0.274
N 0.08760 4.56956 -1.27196 -0.739
N 0.28475 5.80803 -0.71217 0.597
C 0.42935 6.87591 -1.66356 0.792
C 0.49209 8.22024 -1.30530 -0.446
C 0.62226 9.19083 -2.28949 -0.700
C 0.69077 8.84887 -3.62716 -0.440
C 0.62936 7.51069 -3.98518 -0.595
C 0.50035 6.53034 -3.01894 -0.333
S -0.36668 2.01938 -0.90077 -0.307
H 0.43893 8.51320 -0.27441 0.168
H 0.66926 10.23034 -1.99199 0.359
H 0.79127 9.61582 -4.38445 0.375
H 0.68277 7.22272 -5.02707 0.349
H 0.45314 5.49138 -3.29613 0.448
Br -1.26389 -5.60973 -2.80295 -0.145
C -2.07276 -3.91192 -3.00317 -0.039
C -3.17411 -3.84388 -3.84430 -0.400
C -3.86985 -2.65730 -3.98861 -0.681
C -3.48038 -1.53609 -3.27521 -1.138
C -2.38541 -1.61182 -2.43544 0.414
C -1.64450 -2.78438 -2.29175 1.003
C -0.38496 -2.80074 -1.44154 -0.147
O 0.55665 -3.48395 -1.74457 -0.525
O -0.40335 -2.04287 -0.34829 0.021
H -3.48591 -4.73141 -4.37726 0.441
H -4.71777 -2.61277 -4.65965 0.407
H -4.02707 -0.60715 -3.37287 0.487
H -2.07506 -0.73771 -1.88803 0.437
C -5.26539 1.92250 -0.16312 -1.438
C -4.32711 0.81269 0.16252 0.674
C -4.55058 -0.50840 0.48059 -1.209
C -3.28209 -1.08607 0.64985 0.509
N -2.33051 -0.17006 0.43779 0.938
N -2.99614 0.96982 0.15298 0.190
C -3.03267 -2.50153 1.04801 -1.545
H -6.28309 1.54154 -0.19656 0.382
H -5.02291 2.35741 -1.13388 0.324
H -5.21408 2.71613 0.58316 0.306
H -5.50276 -1.00272 0.57958 0.468
H -2.45485 1.78794 -0.10578 -0.331
H -3.50676 -2.68949 2.01174 0.426
H -1.97571 -2.71173 1.13428 0.074
H -3.47720 -3.17889 0.31649 0.323
```

Properties
**Largest force on an atom**: 2.90 eV Å⁻¹
**HOMO (alpha / beta)**: -7.3 / -7.7 eV
**⟨S²⟩**: 0.785
**Spin multiplicity**: 2
**Gap between HOMO and LUMO (alpha / beta)**: 6.5 / 6.0 eV